1.
The following is a quantum chemistry calculation of an isolated ion of composition C5H15N2S and charge +1 at a distorted geometry, from the OMol25 dataset.

E = -19234.6326 eV
lowest unoccupied orbital energy = -3.692 eV
gap between HOMO and LUMO = 8.3 eV
energy above the lowest of the compared OMol25 structures with the same formula, charge and spin = 306.9 kJ/mol
structure (SMILES) = CCNC[C@@H]([NH3+])CS
HOMO energy = -0.44097 hartree

Structure (ORCA input):
```
! wB97M-V def2-TZVPD RIJCOSX def2/J DEFGRID3
* xyz 1 1
N -1.46351 -0.58545 -0.36819
C -0.74342 0.56720 0.27858
C -0.94805 0.31083 1.80561
S -0.48040 -1.31104 2.55236
C 0.71106 0.84268 -0.00048
N 1.05417 1.46223 -1.29719
C 1.22759 0.84157 -2.58623
C 1.32717 -0.59749 -2.94658
H -2.46578 -0.67518 -0.00230
H -1.06618 -1.48481 -0.37787
H -1.56249 -0.29346 -1.42846
H -1.23371 1.57112 0.22462
H -2.09252 0.24268 2.05604
H -0.49690 1.10981 2.50408
H -0.73635 -0.91724 3.88047
H 1.27302 -0.15716 0.06579
H 1.11154 1.38285 0.83736
H 1.74407 2.32368 -1.08446
H 2.17901 1.35264 -3.00695
H 0.47956 1.37816 -3.17347
H 0.85049 -0.64389 -3.91494
H 2.35217 -0.92271 -2.78971
H 0.76980 -1.21609 -2.27562
*
```

***

2.
The following is a quantum chemistry calculation of C5H15N3 as an isolated structure at a distorted geometry, from the OMol25 dataset.

E = -9893.6161 eV
lowest unoccupied orbital energy = 0.813 eV
gap between HOMO and LUMO = 7.0 eV
energy above the lowest of the compared OMol25 structures with the same formula, charge and spin = 534.1 kJ/mol
HOMO energy = -0.22893 hartree

Structure (ORCA input):
```
! wB97M-V def2-TZVPD RIJCOSX def2/J DEFGRID3
* xyz 0 1
C 0.04405 -0.39099 -0.73114
C 0.78708 0.13405 1.28132
C -0.85942 0.57774 -0.27685
C 2.07021 0.86536 0.98355
C 0.95594 -1.24612 1.86880
N -2.07760 0.50200 -1.82852
N -3.40014 0.15627 -1.44702
N 0.92102 -0.15654 -1.74255
H -1.79541 -0.21664 -2.49661
H -0.22685 -1.43563 -0.60807
H 0.14409 0.73851 1.92409
H -3.43858 -0.62637 -0.78313
H -3.80950 0.96054 -0.98366
H 1.53782 -0.89209 -2.04304
H 1.11671 0.79590 -2.00710
H -1.60110 0.26973 0.45379
H -0.61421 1.62716 -0.37438
H 2.70576 0.28928 0.30459
H 2.66099 1.05010 1.89086
H 1.87869 1.83773 0.52140
H -0.00813 -1.75593 1.96720
H 1.61454 -1.86446 1.25172
H 1.39403 -1.21959 2.87476
*
```

***

3.
The following is a quantum chemistry calculation of C5H15N3 as an isolated structure at a distorted geometry, from the OMol25 dataset.

E = -9894.2294 eV
lowest unoccupied orbital energy = 0.739 eV
gap between HOMO and LUMO = 6.2 eV
energy above the lowest of the compared OMol25 structures with the same formula, charge and spin = 474.9 kJ/mol
HOMO energy = -0.20179 hartree

Structure (ORCA input):
```
! wB97M-V def2-TZVPD RIJCOSX def2/J DEFGRID3
* xyz 0 1
C -1.37418 0.14424 0.35393
C 1.48720 0.10542 -0.02169
C -1.03645 -0.32646 -0.99682
C 1.78924 0.51454 -1.43588
C 1.66577 -1.34259 0.32895
N -2.51921 1.05432 0.55477
N -1.60180 -0.95210 1.24798
N -0.06003 0.99331 0.79522
H 2.09410 0.70803 0.65592
H -2.52769 1.92175 0.02683
H -3.34878 0.56130 0.23815
H -1.67727 -0.66083 2.21493
H -0.92127 -1.68778 1.13472
H -0.05748 1.86598 0.27134
H -0.17035 1.15896 1.79810
H -1.51858 -1.25237 -1.30225
H -1.07850 0.45057 -1.76097
H 1.37108 1.49204 -1.68591
H 1.27718 -1.56976 1.32337
H 2.88240 0.59137 -1.56194
H 1.40248 -0.21079 -2.14814
H 1.17728 -1.99374 -0.39219
H 2.74485 -1.56541 0.36157
*
```

***

4.
The following is a quantum chemistry calculation of C5H15N3 in the gas phase at a distorted geometry, from the OMol25 dataset.

E = -9895.5964 eV
lowest unoccupied orbital energy = 1.002 eV
gap between HOMO and LUMO = 9.7 eV
energy above the lowest of the compared OMol25 structures with the same formula, charge and spin = 343.0 kJ/mol
structure (SMILES) = CNC[C@H](N)CCN
HOMO energy = -0.32060 hartree

Structure (ORCA input):
```
! wB97M-V def2-TZVPD RIJCOSX def2/J DEFGRID3
* xyz 0 1
C -0.08940 -0.11977 1.37587
N -1.60827 -0.13534 1.31770
C -2.00882 0.88331 2.40644
C 0.45816 -0.96839 0.17879
C 0.19883 -0.70144 -1.32211
C 0.54738 0.76932 -1.66768
N 0.65220 0.99236 -3.14529
N 2.09236 -1.03493 0.23049
H 0.35126 0.94627 1.37805
H 0.29769 -0.75396 2.35857
H -1.79705 0.30045 0.39205
H -1.44199 1.65257 2.79439
H -3.07234 1.22618 2.14201
H -2.33062 0.35098 3.31538
H 0.11784 -2.14234 0.27303
H -0.85869 -0.97233 -1.53599
H 0.85253 -1.29044 -1.98553
H 1.59341 0.97712 -1.35043
H -0.07643 1.37781 -1.23096
H 1.48386 0.47915 -3.62485
H -0.16986 0.77347 -3.57872
H 2.39452 -2.09037 0.24983
H 2.41341 -0.51968 1.02897
*
```

***

5.
The following is a quantum chemistry calculation of an isolated ion of composition C5H15N3 and charge +3 at a distorted geometry, from the OMol25 dataset.

E = -9865.0632 eV
lowest unoccupied orbital energy (spin up / spin down) = -13.125 / -17.891 eV
gap between HOMO and LUMO (spin up / spin down) = 11.0 / 6.2 eV
energy above the lowest of the compared OMol25 structures with the same formula, charge and spin = 70.5 kJ/mol
HOMO energy (spin up / spin down) = -0.88623 / -0.88582 hartree
<S²> = 0.7768

Structure (ORCA input):
```
! wB97M-V def2-TZVPD RIJCOSX def2/J DEFGRID3
* xyz 3 2
C -2.05462 -0.15377 0.88090
C -0.87181 -0.98773 1.31758
C 0.50395 -0.28620 1.19511
C 1.19140 -0.30823 -0.18244
N 0.89544 1.86141 -3.10193
C 1.37748 1.06118 -2.20565
N 0.61015 0.53813 -1.20794
N -1.11017 -1.47855 2.74257
H -3.02182 -0.57595 1.16564
H -2.01860 0.86980 1.23337
H -2.20254 -0.07581 -0.20600
H -0.86553 -1.90377 0.74060
H 0.39731 0.74603 1.52318
H 1.20325 -0.70426 1.91313
H 2.23235 0.00288 -0.06408
H 1.18685 -1.33785 -0.59316
H -0.06733 2.21862 -3.12756
H 1.53397 2.17240 -3.84668
H 2.45457 0.86695 -2.21225
H -0.41504 0.55279 -1.32731
H -1.39001 -0.75132 3.40853
H -0.26235 -1.91280 3.12265
H -1.82653 -2.21209 2.72727
*
```

***

6.
The following is a quantum chemistry calculation of an isolated ion of composition C5H15N4S and charge +1 at a distorted geometry, from the OMol25 dataset.

E = -22212.5101 eV
lowest unoccupied orbital energy = -3.180 eV
gap between HOMO and LUMO = 9.4 eV
energy above the lowest of the compared OMol25 structures with the same formula, charge and spin = 278.2 kJ/mol
structure (SMILES) = CS(=N)(=N)N1CC[NH2+]CC1
HOMO energy = -0.46092 hartree

Structure (ORCA input):
```
! wB97M-V def2-TZVPD RIJCOSX def2/J DEFGRID3
* xyz 1 1
C 0.14995 -0.02686 -1.35649
C -1.41759 -0.72306 0.29325
C 1.15775 -1.18946 -0.99342
C -0.42653 -1.76443 0.76368
C 0.29753 3.06493 0.13821
N -1.18981 1.45561 1.89393
N 1.40303 0.55083 1.13466
N -0.61242 0.37422 -0.26586
N 0.36253 -2.29737 -0.36800
S -0.00153 1.38386 0.89686
H 0.75369 0.80293 -1.75305
H -0.46656 -0.36288 -2.07806
H -2.15269 -1.17776 -0.41148
H -1.93106 -0.34677 1.24545
H 1.80763 -1.57779 -1.79402
H 1.93430 -0.74463 -0.34218
H 0.22077 -1.15546 1.37324
H -1.12360 -2.51653 1.08814
H 0.48676 3.02019 -0.93695
H -0.50220 3.70781 0.57280
H 1.31631 3.51721 0.54674
H -1.27233 2.45386 2.16713
H 1.73853 0.74601 2.14179
H -0.36785 -2.77646 -0.99340
H 1.20473 -3.00349 -0.17697
*
```

***

7.
The following is a quantum chemistry calculation of a 5-piece molecular cluster, C5H15N5O10 overall at a distorted geometry, from the OMol25 dataset.

E = -33339.5744 eV
lowest unoccupied orbital energy = 0.077 eV
gap between HOMO and LUMO = 11.1 eV
energy above the lowest of the compared OMol25 structures with the same formula, charge and spin = 20.3 kJ/mol
structure (SMILES) = C[N+](=O)[O-].C[N+](=O)[O-].C[N+](=O)[O-].C[N+](=O)[O-].C[N+](=O)[O-]
HOMO energy = -0.40501 hartree

Structure (ORCA input):
```
! wB97M-V def2-TZVPD RIJCOSX def2/J DEFGRID3
* xyz 0 1
C -11.69943 3.22122 27.52801
N -10.25880 3.30520 27.15512
O -9.97416 3.09679 25.99456
O -9.47951 3.64381 28.01570
H -11.73339 3.02855 28.59337
H -12.14488 2.44255 26.92360
H -12.11966 4.19355 27.28549
C -14.46360 5.86320 29.42727
N -14.70769 7.28541 29.74748
O -14.22922 8.10722 29.00534
O -15.35033 7.51938 30.75453
H -15.27632 5.26837 29.83009
H -13.57915 5.60396 30.01429
H -14.30165 5.69872 28.37215
C -9.27768 4.52373 23.06668
N -9.66440 5.62046 23.99410
O -10.84049 5.73060 24.26080
O -8.77995 6.30624 24.46308
H -9.21595 3.62925 23.68834
H -8.36800 4.72556 22.52446
H -10.13891 4.35177 22.42413
C -7.09275 2.89353 29.93898
N -6.92664 1.51763 29.40787
O -7.51734 0.63251 29.99090
O -6.19720 1.35918 28.45010
H -6.67853 3.59318 29.22667
H -6.53403 2.95517 30.87233
H -8.14666 3.03743 30.13791
C -10.80660 -0.69410 30.66072
N -10.30311 -0.42722 29.30301
O -9.93164 -1.38733 28.67336
O -10.30515 0.72380 28.90613
H -9.99135 -1.08447 31.26277
H -11.58103 -1.45470 30.58361
H -11.22171 0.19955 31.11027
*
```

***

8.
The following is a quantum chemistry calculation of a 2-piece molecular cluster, C5H15N6S overall at a distorted geometry, from the OMol25 dataset.

E = -25191.8528 eV
lowest unoccupied orbital energy = -5.769 eV
gap between HOMO and LUMO = 5.4 eV
energy above the lowest of the compared OMol25 structures with the same formula, charge and spin = 0.0 kJ/mol
HOMO energy = -0.41116 hartree

Structure (ORCA input):
```
! wB97M-V def2-TZVPD RIJCOSX def2/J DEFGRID3
* xyz 1 1
C 1.05758 0.64366 -0.94543
C -1.55016 1.70114 -3.30230
C 1.74086 -3.52226 0.38692
C -2.12017 1.12793 4.34700
C -0.08301 2.21523 -3.30291
N -0.01053 -0.21919 -0.70653
N 0.43125 -1.31146 -0.34251
N 2.32648 -0.08576 -0.54490
N 1.84662 -1.21599 -0.28603
N 2.43847 -2.31455 -0.03204
N -1.68035 0.02985 3.45571
S 1.10795 0.84360 -2.85503
H 0.93035 1.63448 -0.39039
H -1.90474 0.91280 -3.98717
H -1.87024 1.32954 -2.27880
H -2.23219 2.65352 -3.46064
H 1.29287 -3.46450 1.39391
H 0.99580 -3.78412 -0.26224
H 2.51202 -4.30744 0.30662
H -2.61228 0.61063 5.15357
H -1.32161 1.77872 4.68715
H -2.75275 1.75308 3.80767
H 0.05449 3.24056 -2.83877
H 0.38239 2.45257 -4.36710
H 3.45285 -2.20303 0.10746
H -1.37378 0.21102 2.49942
H -1.05815 -0.71004 3.75737
*
```

***

9.
The following is a quantum chemistry calculation of a 2-piece molecular cluster, C5H15NO overall at a distorted geometry, from the OMol25 dataset.

E = -8963.9937 eV
lowest unoccupied orbital energy (spin up / spin down) = 3.999 / 3.891 eV
gap between HOMO and LUMO (spin up / spin down) = 2.9 / 9.1 eV
energy above the lowest of the compared OMol25 structures with the same formula, charge and spin = 85.3 kJ/mol
HOMO energy (spin up / spin down) = 0.04210 / -0.19183 hartree
<S²> = 0.7503

Structure (ORCA input):
```
! wB97M-V def2-TZVPD RIJCOSX def2/J DEFGRID3
* xyz -1 2
C -1.15488 -1.25369 1.03654
O -1.22823 -0.23831 0.07794
C 0.25673 -1.72346 1.31705
C 0.87397 -2.52966 0.18025
H -1.71130 -2.10195 0.60502
H -1.63103 -0.96937 1.99185
H 0.22342 -2.35775 2.22058
H 0.89450 -0.89345 1.64293
H 1.95182 -2.67542 0.26831
H 0.74468 -1.95400 -0.74740
H 0.35235 -3.48045 0.04788
C 0.47485 1.39953 -2.03806
C 0.27784 2.41391 -0.91390
N 0.30810 1.77138 0.40024
H 0.73005 1.94631 -2.95018
H 1.22297 0.64138 -1.79374
H -0.44735 0.86818 -2.27078
H 1.03176 3.19939 -0.99352
H -0.72930 2.80579 -1.05116
H -0.53798 0.63771 0.27202
H -0.12997 2.28703 1.16619
H 1.18178 1.32951 0.68778
*
```

***

10.
The following is a quantum chemistry calculation of a 2-piece molecular cluster, C5H15NO overall, from the OMol25 dataset.

E = -8964.3282 eV
lowest unoccupied orbital energy (spin up / spin down) = 3.920 / 3.706 eV
gap between HOMO and LUMO (spin up / spin down) = 2.8 / 8.7 eV
energy above the lowest of the compared OMol25 structures with the same formula, charge and spin = 53.0 kJ/mol
HOMO energy (spin up / spin down) = 0.04019 / -0.18301 hartree
<S²> = 0.7506

Structure (ORCA input):
```
! wB97M-V def2-TZVPD RIJCOSX def2/J DEFGRID3
* xyz -1 2
C -0.04267 0.67091 -1.47706
C 0.41789 2.12124 -1.35399
C -0.88039 0.23135 -0.29634
N -0.22754 0.46325 0.98822
C 1.09205 -0.11891 1.14315
C -1.12156 0.14356 2.07781
H -0.59415 0.56993 -2.41454
H 0.82396 0.01230 -1.58428
H 1.08281 2.27923 -0.51373
H -0.43728 2.78611 -1.30092
H 0.99600 2.40925 -2.24296
H -1.78572 0.85791 -0.29193
H -1.22905 -0.81333 -0.33894
H 1.41937 0.16716 2.14809
H 1.10492 -1.21216 1.04101
H 1.77867 0.28504 0.39988
H -2.01326 0.76576 1.97213
H -0.66372 0.47114 3.00589
H -1.41845 -0.90503 2.13517
H 0.92572 -3.04139 -1.18388
H -0.08115 -4.13917 -0.84087
O 0.85356 -4.00413 -1.07190
*
```